{
  "formula": "C36H47BrKN4NaO12PS",
  "method": "ωB97M-V with the def2-TZVPD basis set",
  "elements": ["C", "C", "O", "N", "C", "C", "O", "C", "C", "C", "C", "N", "C", "C", "P", "O", "O", "O", "H", "H", "H", "H", "H", "H", "H", "H", "H", "H", "H", "H", "C", "C", "C", "C", "N", "H", "H", "H", "H", "H", "H", "H", "K", "O", "H", "H", "H", "C", "S", "O", "C", "H", "H", "H", "H", "H", "H", "N", "C", "C", "C", "C", "C", "H", "H", "H", "H", "H", "C", "C", "O", "C", "O", "O", "H", "H", "H", "H", "C", "C", "C", "C", "C", "C", "H", "H", "H", "H", "H", "H", "C", "C", "C", "O", "C", "C", "C", "O", "H", "H", "H", "H", "Br", "Na"],
  "xyz": [[-2.31291, -2.57370, -3.84202], [-1.63822, -2.18336, -2.54385], [-1.53762, -2.98507, -1.64506], [-1.22107, -0.81296, -2.47767], [-1.50572, -0.17723, -1.23539], [-1.17243, -0.82654, 0.08674], [-2.00130, 0.93152, -1.22990], [0.15841, -0.45957, -2.96616], [0.05105, 0.18992, -4.28720], [1.16767, 0.68337, -5.04510], [0.93102, 1.27867, -6.26220], [-0.22875, 1.48666, -6.91982], [-1.33134, 1.10686, -6.25980], [-1.21040, 0.46649, -4.93869], [1.16894, -1.93534, -3.07278], [1.33367, -2.65755, -1.78648], [2.65631, -1.40672, -3.47869], [0.82247, -2.93265, -4.28729], [-1.66300, -2.33336, -4.68274], [-3.23315, -1.99509, -3.92227], [-2.48403, -3.64673, -3.83759], [-2.04665, -1.42533, 0.35641], [-1.06236, -0.01820, 0.80552], [-0.33364, -1.51742, 0.05655], [2.16777, 0.62165, -4.64918], [1.80795, 1.66210, -6.77535], [-2.31758, 1.27288, -6.67597], [-2.15532, 0.18573, -4.44530], [2.96685, -0.91723, -2.71349], [0.35451, -3.69933, -3.92467], [8.16879, 0.66751, -2.69260], [7.19373, 0.03183, -3.67580], [5.76075, 0.57106, -3.53300], [5.23143, 0.30110, -2.19528], [4.80659, 0.07971, -1.14810], [7.89600, 0.45019, -1.65595], [9.17179, 0.28305, -2.85458], [8.20242, 1.74803, -2.81701], [7.19091, -1.05396, -3.53767], [7.53124, 0.21894, -4.69435], [5.09754, 0.10086, -4.26485], [5.73324, 1.64933, -3.69941], [-0.68663, -1.06295, -6.47449], [-3.17966, -0.10567, 2.15748], [-3.68328, -0.62212, 2.82371], [-2.63312, 0.57485, 2.60217], [-3.78179, 0.30315, 1.50052], [-6.03117, 0.91331, 6.73034], [-4.48414, 1.00277, 5.83715], [-4.79712, 1.23069, 4.38575], [-4.07887, -0.73897, 6.01999], [-6.49142, 1.89730, 6.71661], [-6.69841, 0.19508, 6.25506], [-5.82832, 0.61892, 7.76125], [-4.87540, -1.34766, 5.58811], [-3.95249, -0.97603, 7.07631], [-3.14011, -0.92688, 5.49715], [3.90699, -3.84679, -7.18930], [5.18349, -4.19144, -7.33336], [6.01360, -4.53130, -6.26765], [5.47928, -4.50312, -4.98639], [4.14504, -4.14743, -4.83436], [3.40892, -3.83162, -5.96544], [5.55849, -4.19437, -8.35158], [7.04580, -4.80627, -6.43885], [6.09311, -4.75620, -4.12802], [3.66611, -4.10652, -3.86082], [2.36705, -3.54563, -5.90397], [10.52484, 4.65478, -1.58758], [11.51733, 5.15404, -2.61825], [11.89007, 3.94635, -3.28868], [10.89731, 3.04635, -3.13021], [10.83053, 2.00758, -3.70515], [9.98596, 3.48966, -2.22528], [9.73788, 5.37094, -1.36772], [11.00475, 4.35428, -0.65520], [11.06439, 5.83281, -3.34229], [12.38740, 5.63327, -2.17873], [-4.36819, -1.97017, 10.64569], [-5.46886, -1.53711, 9.91896], [-6.32970, -0.58916, 10.45756], [-6.08465, -0.06790, 11.71999], [-4.98219, -0.49861, 12.44499], [-4.12649, -1.45162, 11.91020], [-3.69949, -2.71234, 10.22829], [-5.65731, -1.94206, 8.93093], [-7.19299, -0.25670, 9.89377], [-6.75273, 0.67305, 12.13902], [-4.79045, -0.09174, 13.42906], [-3.27084, -1.79054, 12.47924], [-8.82947, 3.05512, 4.73608], [-9.90695, 3.77593, 4.43920], [-10.27189, 4.07208, 3.02865], [-11.25003, 4.72874, 2.75706], [-9.38545, 3.52914, 1.96629], [-8.30914, 2.80883, 2.26849], [-7.94465, 2.51207, 3.67583], [-6.95891, 1.85134, 3.94422], [-8.55187, 2.83230, 5.75870], [-10.56480, 4.17907, 5.19848], [-9.66794, 3.75484, 0.94597], [-7.65171, 2.40632, 1.50840], [1.00628, -3.64371, -8.31151], [4.52844, -2.04250, -1.86378]],
  "e_tot_ha": -6597.32415,
  "total_charge": 1,
  "e_homo_ev": -7.59,
  "spin_multiplicity": 1,
  "gap_ev": 3.793
}